[1]
70
Properties=species:S:1:pos:R:3:lowdin_charge:R:1 method="wB97M-V/def2-TZVPD" spin_multiplicity=1 total_charge=-1
Sr 11.06234 10.73637 11.70491 1.064
S 8.17237 11.09016 13.04253 0.424
C 8.12946 10.67373 11.33067 -0.859
C 7.63058 11.53114 10.35741 -0.118
C 7.65024 11.23019 8.98983 -0.115
C 8.25856 10.09614 8.51208 -0.104
C 8.77677 9.17697 9.44187 -0.116
C 8.61532 9.43221 10.81213 -0.628
S 9.13927 8.29396 12.06318 0.901
C 10.52734 7.38034 11.38472 -0.384
C 11.54034 7.37300 12.47859 -0.371
C 11.91566 6.18529 13.02425 -0.010
C 12.50695 6.20936 14.30720 -0.044
C 12.88223 7.41213 14.85609 -0.003
C 12.53791 8.62984 14.16546 -0.329
C 12.87629 9.99021 14.72877 -0.366
S 13.70734 11.06534 13.54503 0.907
C 13.82553 12.61844 14.13188 -0.611
C 14.96241 12.73448 14.95601 -0.159
C 15.50402 13.91597 15.30768 -0.149
C 14.86146 15.04141 14.93813 -0.103
C 13.67820 14.99466 14.20533 -0.127
C 13.17812 13.81020 13.66363 -0.693
S 11.91544 13.83076 12.39062 0.414
N 11.88585 8.51915 13.06207 0.037
H 7.18958 12.49901 10.65212 0.108
H 7.18689 11.87379 8.27902 0.069
H 8.27661 9.90233 7.43097 0.110
H 9.27439 8.27130 9.04956 0.105
H 10.73279 7.80739 10.38459 0.075
H 10.22395 6.38090 11.25204 0.059
H 11.67184 5.26277 12.52064 0.115
H 12.80652 5.32739 14.84086 0.105
H 13.36398 7.44325 15.80044 0.100
H 13.55793 9.94093 15.59684 0.094
H 11.92498 10.40102 14.94004 0.080
H 15.52282 11.79279 15.21673 0.109
H 16.46924 13.91851 15.79641 0.101
H 15.31695 15.94888 15.28757 0.098
H 13.31092 15.87867 13.73851 0.081
C 13.90569 11.24336 7.29561 -0.150
C 12.82242 10.39660 7.09576 -0.139
C 12.15137 9.91310 8.21915 -0.197
C 12.44361 10.29109 9.55697 -0.263
C 13.58574 11.12003 9.65989 -0.218
C 14.32211 11.56394 8.55913 -0.143
H 14.49400 11.60725 6.40839 0.105
H 12.47570 10.09153 6.08856 0.099
H 11.39431 9.15906 8.04907 0.055
H 13.98564 11.41360 10.65616 0.053
H 15.20715 12.13386 8.82283 0.095
N 7.24528 8.70318 16.08098 0.088
C 8.15166 7.78153 16.44938 -1.039
N 9.16902 7.61633 15.56165 0.081
S 8.07273 6.92982 17.86312 0.507
H 7.22095 9.06780 15.14152 0.056
H 6.38964 8.85844 16.58829 0.093
H 9.36629 8.23639 14.78603 0.046
H 9.91877 7.02460 15.86002 0.063
S 8.01623 15.73673 9.65068 0.536
C 9.12145 14.78517 8.89655 -1.232
N 10.38031 14.57953 9.29428 -0.067
C 11.33512 13.91449 8.39944 -0.191
C 10.49033 13.27308 7.27335 -0.390
S 8.83732 14.08414 7.31162 0.884
H 10.62503 15.13184 10.13046 0.096
H 11.95026 13.15930 8.96739 0.105
H 12.03842 14.63793 8.06211 0.102
H 10.47399 12.24659 7.53919 0.037
H 10.92144 13.33900 6.30796 0.058

[2]
61
Properties=species:S:1:pos:R:3:lowdin_charge:R:1 method="wB97M-V/def2-TZVPD" spin_multiplicity=1 smiles="COc1ccc(-c2cccc([C@H]3[C@@H]4C=CCC[C@@]4(C)C(=O)N3Cc3ccccc3)c2)cc1" total_charge=0 relative_energy_kj_mol=0.0
C -7.91460 -1.24393 0.98737 -0.092
H -8.77128 -0.90378 1.56709 0.093
O -6.87396 -0.34505 1.28212 -0.084
C -5.66464 -0.52940 0.68378 -0.277
C -5.36023 -1.55200 -0.20766 -0.016
C -4.09359 -1.63448 -0.75819 -0.025
C -3.10068 -0.71676 -0.43469 -0.187
C -3.41441 0.30154 0.46677 -0.021
C -4.67408 0.39819 1.01275 0.007
H -4.92369 1.18905 1.70254 0.118
H -2.66612 1.03752 0.72097 0.094
C -1.75909 -0.80917 -1.02571 -0.172
C -0.63030 -0.52749 -0.26148 0.023
C 0.64222 -0.58918 -0.80586 -0.170
C 0.79306 -0.94491 -2.14107 -0.036
C -0.32006 -1.22772 -2.91208 -0.063
C -1.58695 -1.16022 -2.36277 -0.030
H -2.45135 -1.35725 -2.97941 0.111
H -0.19874 -1.49460 -3.95199 0.105
H 1.77955 -0.98884 -2.58018 0.120
C 1.83490 -0.24624 0.04057 -0.187
N 2.69142 0.75355 -0.59354 0.006
C 4.01865 0.56103 -0.40402 -0.411
O 4.89902 1.26141 -0.85270 0.090
C 4.14602 -0.63735 0.53385 -0.368
C 5.29546 -1.61444 0.33416 -0.113
H 6.25317 -1.12804 0.52220 0.123
H 5.29854 -1.95377 -0.70353 0.125
C 5.11790 -2.81746 1.28094 -0.170
C 3.69521 -3.14488 1.64424 -0.102
C 2.63322 -2.48779 1.20154 -0.039
C 2.84333 -1.38550 0.22035 -0.192
H 2.96386 -1.84568 -0.77114 0.158
H 1.62661 -2.74703 1.49277 0.112
H 3.58328 -3.96781 2.33748 0.103
H 5.57400 -3.70313 0.82971 0.113
H 5.66118 -2.63516 2.21356 0.113
C 4.18801 -0.03835 1.94690 0.012
H 4.07192 -0.80857 2.70388 0.085
H 3.40049 0.69906 2.08644 0.082
H 5.14478 0.45939 2.09042 0.099
C 2.14904 1.89940 -1.28895 -0.080
C 1.05853 2.55019 -0.48336 -0.207
C -0.23748 2.63206 -0.97269 -0.042
C -1.24186 3.19987 -0.20791 -0.094
C -0.96227 3.67747 1.06108 -0.093
C 0.32846 3.59744 1.55777 -0.078
C 1.33330 3.04116 0.78761 -0.036
H 2.34375 2.98664 1.16820 0.117
H 0.55192 3.97273 2.54587 0.102
H -1.74733 4.11311 1.66161 0.101
H -2.24514 3.26475 -0.60329 0.106
H -0.46300 2.24746 -1.95709 0.118
H 2.99060 2.58339 -1.44322 0.136
H 1.75848 1.59989 -2.26914 0.124
H 1.48100 0.12227 1.01496 0.152
H -0.74783 -0.26207 0.77956 0.128
H -3.87061 -2.44526 -1.43633 0.114
H -6.09771 -2.29091 -0.47979 0.102
H -8.17034 -1.22880 -0.07719 0.095
H -7.66020 -2.26630 1.28570 0.095

What did we get for HOMO-LUMO gap? Answer: 0.247 0.328 Ha, in the order shown.
What did we get for E_HOMO? Answer: -4.77 -8.19 eV, in the order shown.